Record 1
{
  "formula": "C19H70N34O23Pb",
  "method": "the ωB97M-V functional and the def2-TZVPD basis",
  "elements": ["Pb", "O", "C", "O", "O", "H", "O", "C", "O", "O", "H", "C", "O", "N", "N", "H", "H", "H", "H", "C", "O", "N", "N", "H", "H", "H", "H", "C", "O", "N", "N", "H", "H", "H", "H", "C", "O", "N", "N", "H", "H", "H", "H", "C", "O", "N", "N", "H", "H", "H", "H", "C", "O", "N", "N", "H", "H", "H", "H", "C", "O", "N", "N", "H", "H", "H", "H", "C", "O", "N", "N", "H", "H", "H", "H", "C", "O", "N", "N", "H", "H", "H", "H", "C", "O", "N", "N", "H", "H", "H", "H", "C", "O", "N", "N", "H", "H", "H", "H", "C", "O", "N", "N", "H", "H", "H", "H", "C", "O", "N", "N", "H", "H", "H", "H", "C", "O", "N", "N", "H", "H", "H", "H", "C", "O", "N", "N", "H", "H", "H", "H", "C", "O", "N", "N", "H", "H", "H", "H", "C", "O", "N", "N", "H", "H", "H", "H"],
  "positions_angstrom": [[0.963830, -1.833900, -1.774689], [4.571940, -5.217350, -2.297469], [4.118660, -4.076150, -2.819899], [3.076100, -3.437100, -2.414329], [4.750020, -3.842300, -3.867059], [5.105040, -5.138460, -3.091939], [-0.629470, 1.641280, 0.298961], [0.062120, 0.771320, -0.350709], [0.333420, 0.950430, -1.567489], [0.375070, -0.324120, 0.180291], [-0.822650, 1.431990, 1.215741], [-1.569290, 3.011650, -4.395119], [-2.254890, 3.259750, -5.409079], [-0.999950, 1.822930, -4.110119], [-1.230570, 3.913580, -3.598859], [-1.226450, 0.982120, -4.621819], [-0.523240, 1.719800, -3.225689], [-1.565810, 4.851110, -3.768429], [-0.652050, 3.549620, -2.855269], [1.276340, 1.765180, 6.379891], [0.710450, 1.276480, 5.470281], [0.758220, 2.756250, 7.064571], [2.338750, 1.345940, 6.874691], [-0.153970, 3.113170, 6.818391], [1.220100, 3.130940, 7.880891], [2.628900, 1.654870, 7.791471], [2.886580, 0.610630, 6.451241], [-3.301200, 2.588090, 4.164161], [-3.793020, 2.183070, 5.225521], [-2.110000, 3.009600, 4.044031], [-4.024290, 3.066680, 3.179691], [-1.994660, 3.393990, 3.117191], [-1.481460, 3.213240, 4.807951], [-5.016240, 2.878130, 3.204061], [-3.651790, 3.660670, 2.452691], [1.796410, -4.263930, 0.653351], [1.553750, -3.201620, 0.143851], [2.594410, -5.174740, 0.118961], [1.171250, -4.685690, 1.734011], [2.784340, -5.075450, -0.868039], [2.654770, -6.111500, 0.491701], [0.510700, -4.003750, 2.078581], [1.700130, -5.336140, 2.297301], [-4.530820, 2.532510, -0.937089], [-5.149370, 1.460140, -0.932019], [-5.040340, 3.624750, -1.376639], [-3.447380, 2.790010, -0.242509], [-5.925510, 3.465160, -1.836089], [-4.776430, 4.531730, -1.019089], [-2.963160, 2.057930, 0.257181], [-3.248880, 3.745600, 0.017361], [-5.102240, -1.420280, 2.668211], [-4.833000, -2.587780, 2.944171], [-4.453090, -0.381590, 3.096781], [-6.057340, -1.253830, 1.790671], [-4.738600, 0.549990, 2.830801], [-3.709340, -0.404410, 3.779721], [-6.511690, -0.373600, 1.593551], [-6.524520, -2.121710, 1.570101], [-0.120180, -1.162530, -5.211469], [0.351550, -1.332700, -4.105409], [-1.389950, -1.439160, -5.231879], [0.467570, -0.571480, -6.210369], [-1.839800, -1.183190, -6.099189], [-1.571830, -1.712000, -4.276589], [1.436020, -0.403970, -5.977699], [-0.077320, -0.200990, -6.975839], [-3.601860, -4.481840, -0.001129], [-4.514080, -4.344510, -0.781599], [-3.902660, -5.060740, 1.171691], [-2.314230, -4.398090, -0.144429], [-3.462200, -4.933740, 2.071671], [-4.878110, -5.321190, 1.199341], [-1.902370, -3.805800, -0.851309], [-1.848510, -5.211940, 0.230891], [2.313740, 2.642380, 2.469871], [3.100830, 1.968260, 3.181191], [1.034850, 2.695570, 2.694591], [2.713520, 3.232930, 1.372601], [0.583810, 2.360450, 3.533851], [0.515500, 3.323750, 2.098131], [3.630940, 3.039430, 0.997101], [2.090460, 3.787990, 0.803561], [-0.730020, 4.722390, 0.443001], [-1.293480, 4.330110, 1.444761], [-0.168190, 4.018750, -0.515729], [-0.559830, 5.938080, 0.136841], [-0.360980, 3.027680, -0.542249], [0.520230, 4.488930, -1.085919], [-0.877450, 6.611480, 0.819291], [-0.095530, 6.392950, -0.636219], [2.124440, 4.449400, -3.029269], [2.146750, 5.016080, -1.952339], [1.776200, 3.334370, -3.443969], [2.514310, 5.186510, -3.990789], [2.161050, 2.988550, -4.311369], [1.731230, 2.600620, -2.751369], [2.852250, 6.057580, -3.607199], [2.509420, 4.850970, -4.943409], [3.447320, -1.958060, 4.720841], [3.968710, -3.055710, 5.003621], [3.566450, -1.293920, 3.554691], [2.651370, -1.302130, 5.459341], [4.012770, -1.753870, 2.774091], [3.361050, -0.327000, 3.347371], [2.223130, -0.488600, 5.041151], [2.050470, -1.724050, 6.152881], [4.008790, 0.540120, -2.466529], [3.273110, -0.440680, -2.184449], [4.069610, 1.626180, -1.720269], [4.636070, 0.655350, -3.538199], [4.576310, 2.426360, -2.071059], [3.647540, 1.665780, -0.803549], [4.626590, -0.058490, -4.252659], [5.157130, 1.516520, -3.621739], [5.080650, -1.697740, 0.479951], [5.457600, -1.959970, 1.618381], [3.973380, -1.062230, 0.187741], [5.635680, -2.047860, -0.602949], [3.573680, -0.625660, 1.006131], [3.692620, -0.824540, -0.752879], [4.953920, -1.996400, -1.346369], [6.511170, -2.527040, -0.757879], [-2.585220, -1.071140, -1.738999], [-1.624760, -1.801980, -1.545449], [-3.821330, -1.394640, -1.516059], [-2.443720, -0.041540, -2.512879], [-4.557290, -0.731390, -1.712419], [-3.832890, -2.213850, -0.925419], [-3.035970, 0.776400, -2.494849], [-1.497890, 0.301610, -2.600959], [-1.026870, -0.971830, 3.043191], [-1.739310, -1.035060, 4.077681], [0.094680, -0.298050, 2.959261], [-1.300650, -1.706000, 2.054361], [0.771440, -0.536810, 2.248561], [0.347050, 0.246730, 3.771431], [-2.210660, -2.143590, 2.032241], [-0.746940, -1.428400, 1.256581], [-0.721210, -4.920490, -3.130959], [-0.482890, -3.735340, -2.730439], [-0.499050, -5.986960, -2.459199], [-1.114070, -5.085510, -4.339399], [-0.427630, -6.757440, -3.108309], [-0.259780, -6.010610, -1.478239], [-1.222800, -6.007320, -4.737589], [-1.212030, -4.279410, -4.939989]],
  "forces_ev_per_angstrom": [[0.6, -0.6, 0.0], [-1.0, -0.6, 2.3], [-4.1, 2.9, -0.8], [1.7, -1.4, 0.4], [0.6, 1.6, -1.1], [2.5, -2.4, -0.9], [-1.8, 1.7, 0.7], [1.7, -4.4, -1.7], [-0.3, 1.9, -0.4], [0.2, 0.4, 0.8], [0.5, -0.6, 0.6], [-2.3, -2.8, -6.0], [0.2, -0.9, 0.6], [0.4, -1.4, -0.2], [1.5, 4.0, 4.3], [-0.2, 0.4, 0.1], [0.2, -0.3, 0.0], [0.3, -0.2, 0.5], [-0.1, 1.5, 0.4], [-2.6, 1.6, 0.6], [-2.4, -1.9, -5.0], [-2.0, 3.5, 1.8], [7.1, -2.6, 3.1], [0.3, -0.2, 0.2], [-0.3, 0.1, -0.3], [0.2, -0.1, -0.4], [-0.1, 0.0, 0.1], [-3.3, 0.3, 5.4], [0.0, -1.0, -0.9], [5.8, 1.0, -1.4], [-3.7, -0.1, -3.4], [1.5, 0.4, 0.5], [-0.3, -0.5, -0.3], [0.2, 0.2, -0.1], [-0.2, -0.2, 0.2], [0.2, -1.6, -0.5], [-0.8, 2.5, -0.8], [1.4, -1.2, -1.4], [-1.1, -0.3, 1.9], [0.6, 0.3, 0.0], [-0.1, 0.3, 0.0], [0.2, -0.2, 0.8], [-0.6, 0.3, 0.5], [-1.2, -2.7, 2.7], [0.9, -0.5, -1.1], [-2.9, 3.4, -2.9], [3.2, -0.4, 1.6], [0.0, 0.7, 0.1], [-0.2, -0.2, -0.5], [-0.2, 0.2, -0.1], [0.4, -0.4, -0.1], [1.0, -2.9, 0.5], [0.8, -0.8, 0.8], [1.2, 3.4, 0.9], [-3.0, 0.9, -2.4], [0.0, -0.3, 0.0], [0.2, -0.7, 0.1], [0.1, -0.2, 0.0], [-0.1, 0.4, -0.1], [-0.7, 0.3, 2.0], [3.2, 0.0, 1.3], [-1.6, -0.4, -2.2], [1.6, 0.5, -1.5], [-1.4, -0.6, 0.8], [-1.9, -0.2, -0.2], [-0.1, 0.5, -0.9], [0.8, 0.1, 0.0], [-2.5, -2.0, 1.5], [-0.7, 1.7, -2.0], [-1.4, -1.4, 2.0], [3.8, 0.8, -1.0], [0.1, 0.4, -0.4], [0.1, 0.2, 0.4], [0.2, -0.2, -0.3], [0.4, 0.7, 0.0], [2.7, -3.4, 2.9], [-0.6, 0.7, -0.7], [-3.2, 1.1, 0.1], [1.3, 1.7, -3.2], [0.4, -0.1, 0.2], [-0.5, -0.2, 0.4], [-0.2, 0.2, 0.5], [0.1, -0.1, 0.0], [0.7, -2.5, -1.1], [-1.4, -0.9, 1.5], [0.6, -2.7, -1.3], [-0.5, 8.3, 1.0], [0.5, 0.3, -0.1], [0.2, -0.4, -0.2], [0.1, 0.0, 0.1], [0.0, -0.9, -0.1], [1.3, 4.6, 1.5], [-0.9, -0.7, 3.7], [-2.1, -8.8, -0.1], [2.1, 3.8, -4.1], [-0.4, 0.1, 0.1], [-0.5, -0.4, 0.1], [0.1, 0.3, -1.2], [0.3, 0.9, 0.1], [3.0, -3.6, -2.7], [-0.8, 1.3, -0.5], [1.0, -0.5, -2.7], [-4.4, 3.5, 5.0], [0.8, -0.1, 0.4], [-0.2, 0.1, 0.8], [-0.4, -0.3, 0.0], [0.5, -0.3, 0.0], [-4.7, -2.2, 3.7], [0.7, 1.0, -1.0], [0.0, 2.1, 2.0], [3.4, 0.5, -5.8], [-0.1, -0.1, 0.6], [0.1, -0.1, -0.2], [0.2, 0.1, 0.2], [0.3, -0.6, -0.8], [0.0, -0.5, 4.0], [0.5, 0.2, 0.4], [-2.9, 2.1, 2.4], [3.0, -1.8, -5.7], [-0.5, 0.0, -0.4], [-0.3, 0.0, 0.4], [0.9, -0.5, -0.8], [-0.5, -0.1, 0.5], [-0.1, -1.1, -1.0], [1.3, -1.1, 1.5], [-1.2, -1.2, 1.6], [1.7, 4.8, -2.3], [-0.2, -0.4, 0.6], [-1.5, 0.0, -0.1], [-0.7, -0.4, 0.1], [0.0, -0.5, 0.2], [-1.8, 0.0, 6.3], [0.5, 1.1, -0.4], [2.1, 2.2, 0.3], [-0.9, -2.7, -4.8], [0.0, 0.3, 0.2], [0.2, -0.3, 0.1], [0.1, 0.0, -0.2], [-0.6, -0.7, -1.0], [1.8, 6.3, 2.0], [-0.7, -1.9, 0.0], [0.4, -3.5, 1.5], [-1.6, -0.7, -4.5], [0.2, -0.8, 1.3], [0.2, 0.0, -0.5], [-0.2, 0.4, -0.1], [0.1, -0.2, 0.2]],
  "energy_ha": -4551.56300,
  "e_lumo_ev": -0.67
}

Record 2
{
  "formula": "C27H26Cl3IN6O4PdS3",
  "method": "the ωB97M-V functional and the def2-TZVPD basis",
  "elements": ["Pd", "O", "C", "C", "C", "C", "C", "C", "C", "O", "N", "N", "C", "S", "C", "C", "S", "H", "H", "H", "H", "H", "H", "H", "H", "H", "Cl", "C", "C", "C", "C", "C", "C", "N", "C", "C", "N", "C", "O", "C", "C", "C", "Cl", "S", "C", "C", "C", "Cl", "C", "H", "H", "H", "H", "H", "H", "H", "H", "H", "H", "H", "H", "H", "N", "C", "N", "O", "H", "H", "H", "H", "I"],
  "positions_angstrom": [[-1.758966, 0.000190, -0.159847], [-2.068201, 0.108269, 5.473754], [-2.642005, -1.094167, 5.616093], [-2.929163, -1.566437, 6.901289], [-3.520329, -2.804789, 7.077348], [-3.836820, -3.593797, 5.975631], [-3.552197, -3.121990, 4.701859], [-2.958892, -1.883211, 4.495360], [-2.644418, -1.355223, 3.107797], [-2.186147, -0.161585, 3.049028], [-2.893135, -2.192473, 2.145650], [-2.504326, -1.763847, 0.894091], [-3.153099, -2.296208, -0.061413], [-2.730528, -1.894797, -1.727483], [-3.413793, -3.520461, -2.307014], [-4.747913, -3.712783, -1.617008], [-4.511978, -3.412123, 0.162065], [-2.022086, 0.214418, 4.442480], [-2.676245, -0.935012, 7.744443], [-3.743067, -3.154170, 8.079888], [-4.300339, -4.563339, 6.108929], [-3.787379, -3.705125, 3.820719], [-2.723354, -4.321419, -2.035020], [-3.510526, -3.465819, -3.392434], [-5.138910, -4.727597, -1.721788], [-5.481744, -3.001954, -2.001477], [0.764459, -0.277305, -7.266739], [1.649723, 0.117142, -5.810026], [0.992396, 0.666134, -4.727611], [1.738740, 0.996221, -3.605402], [3.110260, 0.771914, -3.535663], [3.825744, 1.146081, -2.257939], [4.085100, -0.095927, -1.386215], [2.879096, -0.418232, -0.669178], [2.497562, 0.144803, 0.533755], [1.267524, -0.364542, 0.812558], [0.883145, -1.224554, -0.179477], [1.866154, -1.261595, -1.029704], [5.034762, 1.858028, -2.509703], [4.952920, 3.217692, -2.108411], [4.823981, 3.391617, -0.618947], [5.866352, 3.370122, 0.257358], [7.538186, 3.244097, -0.140666], [5.384427, 3.507211, 1.888867], [3.738579, 3.602295, 1.433070], [3.581347, 3.528786, 0.086309], [3.720775, 0.180250, -4.633291], [5.425632, -0.225106, -4.629590], [3.011168, -0.139574, -5.777456], [-0.075650, 0.833636, -4.728008], [1.208801, 1.413618, -2.752662], [3.145475, 1.782176, -1.690992], [4.889094, 0.106786, -0.676630], [4.388060, -0.934408, -2.015103], [3.109475, 0.878647, 1.028328], [0.606655, -0.148597, 1.637291], [1.884251, -1.805769, -1.961613], [4.104777, 3.707955, -2.599918], [5.873717, 3.680090, -2.464840], [2.973252, 3.679243, 2.186309], [2.613929, 3.565980, -0.397538], [3.511539, -0.591056, -6.621111], [-3.511910, 1.998454, 1.597285], [-4.169942, 1.849586, 0.395991], [-4.266697, 3.009048, -0.379262], [-4.681582, 0.802736, 0.054744], [-2.832971, 2.742846, 1.632197], [-3.156765, 1.113651, 1.969815], [-3.436961, 3.585864, -0.336287], [-4.465294, 2.738468, -1.332342], [-0.913726, 2.180954, -1.444476]],
  "forces_ev_per_angstrom": [[0.3, 0.4, -0.1], [0.0, -0.1, 0.1], [0.0, 0.1, 0.0], [0.0, 0.0, 0.0], [0.0, 0.0, 0.0], [0.0, 0.0, 0.0], [0.0, 0.0, -0.1], [0.1, 0.1, -0.2], [-0.1, -0.2, 0.7], [0.1, 0.0, -0.2], [-0.1, 0.0, -0.1], [-0.1, 0.0, -0.2], [0.1, 0.1, -0.3], [-0.1, -0.2, 0.1], [0.0, 0.1, 0.0], [0.0, 0.1, 0.0], [0.0, -0.2, 0.1], [0.0, 0.0, 0.0], [0.0, 0.0, 0.0], [0.0, 0.0, 0.0], [0.0, 0.0, 0.0], [0.0, 0.0, 0.0], [0.0, 0.0, -0.1], [0.0, 0.0, 0.0], [0.0, 0.0, 0.0], [0.0, 0.0, 0.0], [0.0, 0.0, 0.1], [0.0, 0.0, -0.1], [0.1, 0.0, 0.0], [0.0, -0.1, -0.1], [-0.1, 0.2, 0.1], [0.1, -0.1, -0.1], [-0.1, 0.2, -0.2], [0.2, -0.3, 0.3], [0.0, 0.1, -0.1], [-0.1, 0.0, 0.0], [0.0, -0.7, 0.1], [0.0, 0.4, -0.1], [0.0, 0.1, 0.1], [0.0, 0.1, -0.1], [-0.2, -0.1, 0.1], [0.1, 0.0, -0.2], [0.0, 0.0, 0.0], [0.0, 0.0, 0.2], [-0.1, 0.0, -0.1], [0.2, 0.1, 0.0], [0.1, -0.1, -0.1], [-0.1, 0.0, 0.0], [0.0, 0.0, 0.0], [0.0, 0.0, 0.0], [0.0, 0.0, 0.0], [-0.1, -0.1, 0.0], [0.0, 0.1, 0.0], [0.0, 0.0, 0.1], [0.1, 0.0, 0.0], [0.0, 0.0, 0.0], [0.0, -0.1, 0.0], [0.0, 0.0, 0.0], [0.0, 0.0, 0.0], [-0.1, 0.0, 0.0], [-0.1, 0.0, 0.0], [0.0, 0.0, 0.0], [-0.3, 0.0, -0.2], [0.4, -0.1, 0.3], [-0.2, 0.0, 0.1], [-0.6, 0.0, -0.1], [0.1, -0.1, 0.0], [0.0, 0.1, 0.0], [0.1, -0.1, -0.1], [0.1, 0.0, 0.0], [0.0, 0.2, 0.1]],
  "energy_ha": -4674.81718,
  "charge": -2,
  "e_above_lowest_ev": 0.0506,
  "e_lumo_ev": 3.30
}